Record 1
Here is a molecular structure, CH6ClIN2OP from OMol25. Energies are from ωB97M-V/def2-TZVPD.

Results
E_LUMO (alpha / beta): -3.89 / -7.94 eV
total charge: +1
<S²>: 2.008
spin multiplicity: 3
HOMO-LUMO gap (alpha / beta): 7.02 / 6.64 eV

Each line ends with the Löwdin charge.
Atoms and positions in Å:
1 C -0.640 0.022 -1.381  -1.27
2 N -0.892 0.939 1.213  -0.02
3 N 1.588 0.163 0.399  -0.03
4 O 0.040 -2.189 0.452  -0.25
5 P -0.007 -0.052 0.277  0.74
6 Cl -2.398 0.115 -1.422  0.60
7 I 0.255 1.831 -2.338  0.98
8 H -0.396 -0.980 -1.849  0.05
9 H -0.956 1.153 2.164  0.08
10 H -1.787 1.082 0.743  0.04
11 H 2.106 0.561 1.102  0.07
12 H 2.143 -0.442 -0.117  0.06
13 H 0.943 -2.203 0.758  -0.04



Record 2
Here is 2 unconnected molecules or ions with the total composition CH6ClN2OP from OMol25. Energies are from ωB97M-V/def2-TZVPD.

Results
E_LUMO (alpha / beta): -1.13 / -0.64 eV
energy above the lowest of the compared OMol25 structures with the same formula, charge and spin: 1.557 eV
total charge: 0
spin multiplicity: 1
HOMO-LUMO gap (alpha / beta): 8.15 / 7.79 eV

Each line ends with the Löwdin charge.
Atoms and positions in Å:
1 C 2.317 -0.471 0.966  -0.50
2 N -1.011 0.602 -1.645  -0.13
3 N -1.888 -0.780 0.190  -0.11
4 O -1.510 1.807 0.783  -0.39
5 P -0.933 0.629 0.072  0.60
6 Cl 3.487 -0.103 -0.297  0.44
7 H 2.246 -1.573 1.050  -0.01
8 H 2.553 0.173 1.897  0.03
9 H -1.535 1.472 -1.898  0.06
10 H -0.236 0.673 -2.212  -0.01
11 H -2.027 -0.797 1.163  0.00
12 H -1.464 -1.630 -0.069  0.02



Record 3
Here is a molecular structure, CH6IN3O from OMol25. Energies are from ωB97M-V/def2-TZVPD.

Results
E_LUMO (alpha / beta): -0.72 / 0.39 eV
energy above the lowest of the compared OMol25 structures with the same formula, charge and spin: 3.464 eV
total charge: 0
spin multiplicity: 1
HOMO-LUMO gap (alpha / beta): 7.04 / 9.05 eV

Each line ends with the Löwdin charge.
Atoms and positions in Å:
1 C 0.354 -0.229 1.625  -0.07
2 N -1.910 0.300 -0.361  0.10
3 N 1.360 -0.660 -1.390  -0.56
4 N 0.303 0.745 0.462  -0.13
5 O -0.651 1.074 -0.256  -0.34
6 I 0.872 0.653 -2.729  0.81
7 H 0.804 0.233 2.466  0.05
8 H -0.687 -0.648 1.749  0.08
9 H 1.143 -0.992 1.290  0.08
10 H -1.541 -0.656 -0.358  0.07
11 H -2.373 0.553 -1.175  0.04
12 H 2.326 -0.374 -1.322  -0.13



Record 4
Here is 2 unconnected molecules or ions with the total composition CH6N from OMol25. Energies are from ωB97M-V/def2-TZVPD.

Results
E_LUMO: -11.74 eV
energy above the lowest of the compared OMol25 structures with the same formula, charge and spin: 7.368 eV
total charge: +1
spin multiplicity: 1
HOMO-LUMO gap: 6.43 eV

Each line ends with the Löwdin charge.
Atoms and positions in Å:
1 C 1.230 0.593 -0.304  0.03
2 N -1.160 -0.577 0.300  0.51
3 H 1.208 -0.329 0.317  0.06
4 H 2.120 0.755 -0.894  0.05
5 H 0.335 0.359 -0.952  0.05
6 H -1.893 -0.149 0.917  0.13
7 H -1.605 -1.487 0.027  0.13
8 H 0.942 1.441 0.314  0.05



Record 5
Here is 2 unconnected molecules or ions with the total composition CH6N2 from OMol25. Energies are from ωB97M-V/def2-TZVPD.

Results
E_LUMO: 1.17 eV
energy above the lowest of the compared OMol25 structures with the same formula, charge and spin: 0.981 eV
total charge: 0
spin multiplicity: 1
HOMO-LUMO gap: 10.62 eV

Each line ends with the Löwdin charge.
Atoms and positions in Å:
1 C 1.913 -1.737 0.267  -0.16
2 N 2.850 -0.934 0.073  0.01
3 H 1.602 -1.891 1.299  0.05
4 H 1.275 -2.186 -0.512  0.06
5 H 3.102 -0.478 -0.786  0.03
6 N -3.659 2.115 -0.142  0.00
7 H -4.025 1.450 -0.817  0.00
8 H -3.204 2.839 -0.689  0.00
9 H -4.427 2.559 0.359  0.00



Record 6
Here is 2 unconnected molecules or ions with the total composition CH6N2O from OMol25. Energies are from ωB97M-V/def2-TZVPD.

Results
E_LUMO: 1.09 eV
energy above the lowest of the compared OMol25 structures with the same formula, charge and spin: 0.586 eV
total charge: 0
spin multiplicity: 1
HOMO-LUMO gap: 11.16 eV

Each line ends with the Löwdin charge.
Atoms and positions in Å:
1 N 0.548 -1.260 -0.007  0.09
2 C 0.636 -0.875 -1.316  -0.44
3 O -0.080 -0.040 -1.788  -0.01
4 H 0.870 -2.097 0.486  0.10
5 H -0.163 -0.760 0.613  0.09
6 H 1.529 -1.191 -1.976  0.14
7 N -0.624 1.371 1.140  -0.03
8 H -0.375 2.381 1.302  0.03
9 H -0.742 1.139 0.084  0.03
10 H -1.599 1.333 1.462  0.01



Record 7
Here is 2 unconnected molecules or ions with the total composition CH6N2O from OMol25. Energies are from ωB97M-V/def2-TZVPD.

Results
E_LUMO: 1.08 eV
energy above the lowest of the compared OMol25 structures with the same formula, charge and spin: 0.808 eV
total charge: 0
spin multiplicity: 1
HOMO-LUMO gap: 11.13 eV

Each line ends with the Löwdin charge.
Atoms and positions in Å:
1 N 1.363 0.032 -0.281  0.11
2 C 0.439 -0.709 -1.163  -0.30
3 O -0.776 -0.618 -0.997  -0.02
4 H 2.207 -0.398 -0.181  0.03
5 H 0.974 0.532 0.440  0.01
6 H 1.034 -1.266 -1.994  0.14
7 N -0.928 1.038 1.855  0.06
8 H -1.606 1.819 1.949  0.05
9 H -1.241 0.496 1.098  -0.02
10 H -0.835 0.526 2.615  -0.06



Record 8
Here is 2 unconnected molecules or ions with the total composition CH6N2O2 from OMol25. Energies are from ωB97M-V/def2-TZVPD.

Results
E_LUMO: 0.77 eV
energy above the lowest of the compared OMol25 structures with the same formula, charge and spin: 0.280 eV
total charge: 0
spin multiplicity: 1
HOMO-LUMO gap: 10.79 eV

Each line ends with the Löwdin charge.
Atoms and positions in Å:
1 N 1.397 0.240 1.295  0.16
2 C 0.144 0.248 0.751  -0.69
3 O -0.796 -0.346 1.236  0.05
4 O 0.056 0.948 -0.396  0.04
5 H 1.406 -0.014 2.270  0.10
6 H 2.096 0.877 0.961  0.10
7 H -0.271 0.285 -1.076  0.04
8 N -0.648 -0.909 -2.221  0.05
9 H -1.337 -1.236 -1.546  0.05
10 H -1.156 -0.618 -3.045  0.05
11 H -0.021 -1.653 -2.480  0.05



Record 9
Here is a molecular structure, CH6N2O2Rb from OMol25. Energies are from ωB97M-V/def2-TZVPD.

Results
E_LUMO: -3.43 eV
energy above the lowest of the compared OMol25 structures with the same formula, charge and spin: 0.014 eV
total charge: +1
spin multiplicity: 1
HOMO-LUMO gap: 10.47 eV

Each line ends with the Löwdin charge.
Atoms and positions in Å:
1 Rb -3.515 0.425 0.426  1.07
2 C 0.421 0.665 -0.246  -0.64
3 O -0.803 0.643 -0.071  -0.16
4 N 1.099 -0.205 -1.021  0.19
5 N 1.213 1.611 0.347  0.17
6 H 0.599 -0.894 -1.552  0.12
7 H 2.036 0.040 -1.291  0.12
8 H 0.726 2.333 0.848  0.11
9 H 2.079 1.297 0.756  0.11
10 O -1.542 -1.910 0.889  -0.10
11 H -0.957 -2.665 0.781  0.05
12 H -1.355 -1.338 0.133  -0.04



Record 10
Here is a gas-phase ion, CH6N2OP (charge +1) from OMol25. Energies are from ωB97M-V/def2-TZVPD.

Results
E_LUMO (alpha / beta): -3.97 / -8.25 eV
total charge: +1
<S²>: 2.005
spin multiplicity: 3
HOMO-LUMO gap (alpha / beta): 7.02 / 6.62 eV

Each line ends with the Löwdin charge.
Atoms and positions in Å:
1 C -0.164 -0.084 -0.302  -0.45
2 N -1.603 0.982 -0.194  0.11
3 N -0.413 -1.252 -0.520  0.10
4 O 2.379 -0.362 0.132  -0.22
5 P 1.422 0.855 -0.305  1.01
6 H -2.095 0.827 0.651  0.03
7 H -1.056 1.843 -0.159  0.00
8 H -1.329 -1.683 -0.678  0.16
9 H 0.206 -2.070 -0.605  0.16
10 H 3.268 -0.210 0.381  0.06
11 H 0.953 1.693 0.832  0.03



Record 11
Here is a gas-phase ion, CH6N3O2 (charge +1) from OMol25. Energies are from ωB97M-V/def2-TZVPD.

Results
E_LUMO: -3.85 eV
energy above the lowest of the compared OMol25 structures with the same formula, charge and spin: 0.495 eV
total charge: +1
spin multiplicity: 1
HOMO-LUMO gap: 10.54 eV

Each line ends with the Löwdin charge.
Atoms and positions in Å:
1 N -1.437 -0.383 0.200  0.14
2 N -0.481 0.624 -0.006  0.06
3 C 0.911 -0.114 -0.013  -0.43
4 O 0.762 -1.317 -0.060  0.10
5 N 1.994 0.578 0.190  0.06
6 O 3.187 -0.077 -0.022  0.02
7 H -1.258 -1.109 -0.458  0.15
8 H -2.320 0.104 -0.049  0.20
9 H -1.551 -0.817 1.138  0.20
10 H -0.821 1.409 0.559  0.15
11 H 2.228 1.432 -0.232  0.16
12 H 3.272 -1.039 0.299  0.18



Record 12
Here is 2 unconnected molecules or ions with the total composition CH6N4 from OMol25. Energies are from ωB97M-V/def2-TZVPD.

Results
E_LUMO (alpha / beta): 0.09 / 0.09 eV
energy above the lowest of the compared OMol25 structures with the same formula, charge and spin: 6.756 eV
total charge: 0
spin multiplicity: 1
HOMO-LUMO gap (alpha / beta): 7.94 / 7.94 eV

Each line ends with the Löwdin charge.
Atoms and positions in Å:
1 C -0.760 0.807 -0.212  -0.09
2 N 0.152 -1.039 -2.166  -0.07
3 N 0.834 -1.049 -0.229  0.11
4 N 0.743 0.317 1.587  0.10
5 N 0.256 -0.025 0.258  -0.36
6 H -0.413 1.421 -1.119  0.12
7 H -1.615 0.211 -0.592  0.10
8 H -0.771 1.484 0.584  0.06
9 H 0.031 -2.106 -2.149  -0.10
10 H 0.050 0.264 2.314  0.09
11 H 1.493 -0.284 1.723  0.05



Record 13
Here is a single CH6N4 molecule from OMol25. Energies are from ωB97M-V/def2-TZVPD.

Results
E_LUMO: 1.15 eV
energy above the lowest of the compared OMol25 structures with the same formula, charge and spin: 1.642 eV
total charge: 0
spin multiplicity: 1
HOMO-LUMO gap: 9.41 eV

Each line ends with the Löwdin charge.
Atoms and positions in Å:
1 N -2.231 -0.139 0.090  -0.04
2 N -0.828 -0.412 0.027  -0.05
3 C -0.107 0.625 -0.024  -0.27
4 N 1.308 0.611 -0.047  -0.15
5 N 1.802 -0.686 -0.125  -0.03
6 H -2.531 0.543 -0.612  0.07
7 H -2.728 -1.000 -0.101  0.06
8 H -0.538 1.650 -0.007  0.12
9 H 1.670 1.226 0.700  0.12
10 H 2.823 -0.633 -0.249  0.08
11 H 1.585 -1.148 0.799  0.09



Record 14
Here is a molecular structure, CH6N4O from OMol25. Energies are from ωB97M-V/def2-TZVPD.

Results
E_LUMO: -11.68 eV
energy above the lowest of the compared OMol25 structures with the same formula, charge and spin: 3.009 eV
total charge: +2
spin multiplicity: 1
HOMO-LUMO gap: 9.16 eV

Each line ends with the Löwdin charge.
Atoms and positions in Å:
1 C 1.297 0.186 -0.064  -0.36
2 N 0.367 1.064 0.009  0.25
3 N 1.752 -1.089 -0.054  0.28
4 N -1.326 0.495 0.060  0.14
5 N -1.345 -0.785 0.255  0.20
6 O 2.561 0.133 0.144  0.26
7 H 0.737 1.988 -0.119  0.18
8 H 1.961 -1.549 -0.882  0.13
9 H -1.805 0.894 0.924  0.25
10 H -1.530 1.037 -0.908  0.30
11 H -1.126 -1.312 -0.575  0.18
12 H -1.541 -1.064 1.209  0.20



Record 15
Here is a single CH6N4OS molecule from OMol25. Energies are from ωB97M-V/def2-TZVPD.

Results
E_LUMO: 0.75 eV
energy above the lowest of the compared OMol25 structures with the same formula, charge and spin: 0.706 eV
total charge: 0
spin multiplicity: 1
HOMO-LUMO gap: 9.12 eV

Each line ends with the Löwdin charge.
Atoms and positions in Å:
1 N 1.031 -1.735 0.007  0.01
2 N 1.010 -0.364 -0.429  -0.02
3 C -0.194 0.344 -0.287  -0.53
4 N -0.223 1.620 -0.078  0.00
5 O 1.093 2.151 -0.118  -0.10
6 N -1.306 -0.428 -0.326  -0.38
7 S -2.875 0.197 -0.185  0.75
8 H 1.674 -2.154 -0.582  0.04
9 H 1.364 -1.905 0.991  0.11
10 H 1.726 0.168 0.079  0.12
11 H 0.796 3.065 -0.072  0.08
12 H -1.180 -1.397 -0.151  0.05
13 H -2.916 0.438 1.150  -0.14



Record 16
Here is a single CH6N4S molecule from OMol25. Energies are from ωB97M-V/def2-TZVPD.

Results
E_LUMO: 0.66 eV
energy above the lowest of the compared OMol25 structures with the same formula, charge and spin: 0.339 eV
total charge: 0
spin multiplicity: 1
HOMO-LUMO gap: 9.79 eV

Each line ends with the Löwdin charge.
Atoms and positions in Å:
1 H -0.654 -1.549 -1.759  0.03
2 N 0.168 -1.278 -1.281  0.13
3 C -0.024 -0.429 -0.393  -0.61
4 N -1.267 0.051 0.083  -0.07
5 N -1.382 1.275 0.753  -0.01
6 N 0.989 0.163 0.349  -0.44
7 S 2.594 0.133 -0.179  0.73
8 H -2.061 -0.150 -0.516  0.12
9 H -0.575 1.802 0.396  0.08
10 H -1.212 1.157 1.757  0.07
11 H 0.868 0.011 1.364  0.10
12 H 2.557 -1.185 -0.573  -0.12



Record 17
Here is a gas-phase ion, CH6N6 (charge +2) from OMol25. Energies are from ωB97M-V/def2-TZVPD.

Results
E_LUMO (alpha / beta): -10.07 / -12.77 eV
energy above the lowest of the compared OMol25 structures with the same formula, charge and spin: 1.489 eV
total charge: +2
<S²>: 2.045
spin multiplicity: 3
HOMO-LUMO gap (alpha / beta): 6.93 / 7.90 eV

Each line ends with the Löwdin charge.
Atoms and positions in Å:
1 C 0.898 0.571 0.260  0.18
2 N 0.565 2.275 0.589  0.27
3 N -0.525 2.769 0.570  -0.10
4 N -1.393 3.468 0.625  0.43
5 N -1.255 -0.237 -0.187  0.14
6 N 0.019 -0.275 -0.076  -0.13
7 N 0.713 -1.816 -0.367  0.23
8 H 1.963 0.480 0.398  0.15
9 H -1.697 -0.317 -1.106  0.17
10 H -1.856 -0.494 0.600  0.17
11 H 0.219 -2.544 0.171  0.16
12 H 1.709 -1.839 -0.105  0.15
13 H 0.640 -2.040 -1.371  0.16



Record 18
Here is 2 unconnected molecules or ions with the total composition CH6NO from OMol25. Energies are from ωB97M-V/def2-TZVPD.

Results
E_LUMO: 4.45 eV
energy above the lowest of the compared OMol25 structures with the same formula, charge and spin: 0.183 eV
total charge: -1
spin multiplicity: 1
HOMO-LUMO gap: 6.88 eV

Each line ends with the Löwdin charge.
Atoms and positions in Å:
1 O -0.713 1.797 -1.026  -0.64
2 H -0.716 2.025 -0.085  -0.20
3 C 0.031 -1.499 0.779  -0.24
4 N 0.800 -0.397 0.261  -0.09
5 H 0.679 -2.197 1.287  0.04
6 H -0.523 -2.056 0.018  0.05
7 H -0.695 -1.091 1.486  0.06
8 H 1.200 -0.573 -0.643  0.04
9 H 0.217 0.430 0.066  -0.01



Record 19
Here is 2 unconnected molecules or ions with the total composition CH6NO2 from OMol25. Energies are from ωB97M-V/def2-TZVPD.

Results
E_LUMO: 4.78 eV
energy above the lowest of the compared OMol25 structures with the same formula, charge and spin: 0.332 eV
total charge: -1
spin multiplicity: 1
HOMO-LUMO gap: 7.98 eV

Each line ends with the Löwdin charge.
Atoms and positions in Å:
1 N 0.290 1.382 -1.401  -0.05
2 C 0.076 0.737 -0.011  -0.60
3 O 0.652 -0.415 0.230  -0.31
4 H 1.245 1.664 -1.225  0.00
5 H 0.274 0.536 -1.971  0.03
6 H 0.449 1.550 0.707  0.08
7 H -1.043 0.634 0.064  0.08
8 H -0.171 -1.651 0.702  -0.04
9 H -0.852 -2.132 1.942  0.02
10 O -0.920 -2.303 0.962  -0.20



Record 20
Here is 3 unconnected molecules or ions with the total composition CH6NO4 from OMol25. Energies are from ωB97M-V/def2-TZVPD.

Results
E_LUMO: 4.11 eV
energy above the lowest of the compared OMol25 structures with the same formula, charge and spin: 0.250 eV
total charge: -1
spin multiplicity: 1
HOMO-LUMO gap: 9.10 eV

Each line ends with the Löwdin charge.
Atoms and positions in Å:
1 N 1.688 0.562 -0.468  0.12
2 C 1.037 -0.634 -0.966  -0.76
3 O -0.044 -0.930 -0.409  -0.11
4 O 1.666 -1.235 -1.882  -0.08
5 H 1.410 0.863 0.441  0.04
6 H 2.615 0.659 -0.677  0.02
7 H -1.428 -0.084 -0.270  0.04
8 H -2.911 -0.003 -0.803  0.01
9 O -2.352 0.436 -0.139  -0.17
10 H -0.162 -0.410 1.282  0.02
11 H -1.170 0.580 1.811  -0.02
12 O -0.348 0.196 2.082  -0.12



F_max for every record listed, in sequence, given in eV/Å: 4.8 3.3 5.0 1.0 2.0 2.4 6.3 0.6 0.6 10.2 4.5 6.7 2.2 3.7 2.2 2.6 5.7 0.9 2.2 3.3.